[1]
C4H5NO2 | ωB97M-V/def2-TZVPD

Computed properties:
SMILES: Cn1ccc(=O)o1
LUMO: 0.6 eV
HOMO-LUMO gap: 9.4 eV
DFT total energy: -360.5813 a.u.

```
! wB97M-V def2-TZVPD RIJCOSX def2/J DEFGRID3
* xyz 0 1
C -2.2797 -0.5401 0.2130
C -0.4736 1.2984 -0.0120
C 0.9129 1.2315 0.0184
C 1.2317 -0.2249 -0.0178
H -2.2409 -0.7232 1.2698
H -3.1685 0.1513 0.0046
H -2.4288 -1.4138 -0.3449
H -1.2638 2.0672 -0.0857
H 1.6144 1.9330 0.3534
N -1.0435 0.0674 -0.2659
O 2.3263 -0.7267 0.1225
O -0.0208 -0.9078 -0.1907
*
```

Here are the Mulliken charges for atoms 1 to 5, given in e:
1 C -0.767
2 C 0.001
3 C -0.741
4 C 0.538
5 H 0.320

---

[2]
C4H5NO2 | ωB97M-V/def2-TZVPD

Computed properties:
SMILES: CC(=O)CC#[N+][O-]
LUMO: 0.4 eV
HOMO-LUMO gap: 10.0 eV
DFT total energy: -360.5193 a.u.

```
! wB97M-V def2-TZVPD RIJCOSX def2/J DEFGRID3
* xyz 0 1
C -0.1798 -0.6878 -0.8658
C -1.2431 -0.5347 0.1280
C 0.6275 0.6027 -0.6329
C 1.4421 0.4670 0.6428
N -2.3484 -0.4559 0.4582
O 0.4943 1.5126 -1.4008
O -3.3523 -0.3660 1.1101
H -0.5564 -0.7263 -1.9468
H 0.4096 -1.6298 -0.5612
H 1.0849 1.4815 1.1930
H 1.0556 -0.2542 1.3995
H 2.5659 0.5911 0.4759
*
```

Here are the Mulliken charges for atoms 1 to 5, given in e:
1 C -0.260
2 C -0.209
3 C 0.546
4 C -0.922
5 N 0.590

---

[3]
C4H5NO2 | ωB97M-V/def2-TZVPD

Computed properties:
SMILES: C/C=C(/O)N=C=O
LUMO: 0.6 eV
HOMO-LUMO gap: 9.1 eV
DFT total energy: -360.6332 a.u.

```
! wB97M-V def2-TZVPD RIJCOSX def2/J DEFGRID3
* xyz 0 1
C -0.8245 -0.9093 -0.9483
C 0.0687 0.4674 0.9703
C -0.9393 -0.1549 0.3375
O -0.0549 0.9651 2.2224
N 1.2656 0.7720 0.3639
C 1.7914 0.4750 -0.6803
O 2.2322 0.4764 -1.7617
H 0.7313 1.4738 2.4403
H -1.8607 -0.2533 0.8931
H -1.7879 -1.3424 -1.2077
H -0.5166 -0.2428 -1.7623
H -0.1056 -1.7272 -0.8672
*
```

Here are the Mulliken charges for atoms 1 to 5, given in e:
1 C -1.190
2 C 0.364
3 C -0.059
4 O -0.513
5 N -0.425

---

[4]
C4H5NO2 | ωB97M-V/def2-TZVPD

Computed properties:
LUMO: -0.1 eV
HOMO-LUMO gap: 9.9 eV
DFT total energy: -360.6118 a.u.

```
! wB97M-V def2-TZVPD RIJCOSX def2/J DEFGRID3
* xyz 0 1
C -1.3501 -0.4276 -0.4811
C 0.1037 -0.0587 -0.6161
C 0.4460 1.3750 -0.2433
O 1.5632 1.8221 -0.2579
C 1.0231 -0.1544 2.2708
O 2.0179 -0.4623 2.7214
N 1.0670 -0.8067 -0.9689
H -1.9666 0.1496 -1.1807
H -1.5142 -1.4921 -0.6705
H -1.6995 -0.1954 0.5323
H -0.4192 2.0004 0.0690
H 0.7285 -1.7498 -1.1750
*
```

Here are the Mulliken charges for atoms 1 to 5, given in e:
1 C -1.194
2 C 0.735
3 C -0.103
4 O -0.423
5 C 0.188

---

[5]
C4H5NO2 | ωB97M-V/def2-TZVPD

Computed properties:
LUMO: 0.5 eV
HOMO-LUMO gap: 8.6 eV
DFT total energy: -360.5101 a.u.

```
! wB97M-V def2-TZVPD RIJCOSX def2/J DEFGRID3
* xyz 0 1
O -2.7591 -0.6730 1.9472
C -2.1982 -0.5943 0.9534
C 0.1296 -0.0396 1.0841
C 0.6962 -0.9854 0.1063
N -0.0387 0.1565 -0.4818
C 0.6389 1.1816 -1.1906
O 1.8134 1.1569 -1.4302
H -1.0353 -0.0016 -0.6800
H 0.8649 0.7067 1.4054
H 0.1722 -1.9275 -0.0734
H 1.7469 -0.9961 -0.1817
H -0.0307 2.0157 -1.4588
*
```

Here are the Mulliken charges for atoms 1 to 5, given in e:
1 O -0.190
2 C 0.001
3 C -0.559
4 C -0.253
5 N -0.004

---

[6]
C4H5NO2 | ωB97M-V/def2-TZVPD

Computed properties:
SMILES: O=C1[C@@H]2OCCN12
LUMO: 0.6 eV
HOMO-LUMO gap: 9.9 eV
DFT total energy: -360.5504 a.u.

```
! wB97M-V def2-TZVPD RIJCOSX def2/J DEFGRID3
* xyz 0 1
C -2.1865 -0.0498 -0.0080
C 0.0896 -0.8534 0.2269
C 0.2935 0.4146 -0.6106
C -1.4119 1.0303 0.6014
N -1.1856 -0.4299 0.8541
O -3.1702 -0.3452 -0.6133
O -0.3134 1.5462 -0.0109
H 0.0654 -1.8259 -0.3133
H 0.8130 -0.8815 1.1430
H 1.2830 0.6501 -0.7795
H -0.3135 0.1098 -1.4641
H -1.6124 1.5378 1.4640
*
```

Here are the Mulliken charges for atoms 1 to 5, given in e:
1 C 0.562
2 C -0.319
3 C -0.558
4 C -0.171
5 N -0.313

---

[7]
C4H5NO2 | ωB97M-V/def2-TZVPD

Computed properties:
LUMO: -0.1 eV
HOMO-LUMO gap: 7.4 eV
DFT total energy: -360.4868 a.u.

```
! wB97M-V def2-TZVPD RIJCOSX def2/J DEFGRID3
* xyz 0 1
C -0.7836 -0.3483 0.4456
C -0.6639 -1.0145 -0.7516
C 0.6743 -0.2507 -1.1951
C 0.7907 0.8789 -0.3434
H -1.7677 -1.7389 1.0620
H -0.9801 -2.1071 -0.9965
H 1.3339 -0.3363 -1.9983
H 1.4025 2.3713 0.2415
H 0.1625 0.7386 1.9628
N -0.2083 0.7263 0.6470
O -1.5896 -0.8880 1.3914
O 1.6292 1.9686 -0.4654
*
```

Here are the Mulliken charges for atoms 1 to 5, given in e:
1 C 0.471
2 C -0.708
3 C -0.487
4 C 0.237
5 H 0.285

---

[8]
C4H5NO2 | ωB97M-V/def2-TZVPD

Computed properties:
LUMO: 0.9 eV
HOMO-LUMO gap: 9.2 eV
DFT total energy: -360.4734 a.u.

```
! wB97M-V def2-TZVPD RIJCOSX def2/J DEFGRID3
* xyz 0 1
O -2.3487 0.4898 -0.4927
C -1.3977 -0.6243 0.2785
C -0.0468 -0.1275 0.0941
N 0.1502 1.1123 -0.3037
O 1.5161 1.3115 -0.3425
C 2.1126 0.1789 0.0432
C 1.2047 -0.7785 0.3386
H -1.7129 1.2264 -0.6713
H -2.4219 0.3528 0.5630
H -1.6277 -1.5541 -0.2373
H 3.1938 0.2029 0.0568
H 1.3781 -1.7902 0.6734
*
```

Here are the Mulliken charges for atoms 1 to 5, given in e:
1 O -0.401
2 C -0.746
3 C 0.715
4 N -0.508
5 O -0.187

---

[9]
C4H5NO2 | ωB97M-V/def2-TZVPD

Computed properties:
LUMO: 0.9 eV
HOMO-LUMO gap: 11.4 eV
DFT total energy: -360.5345 a.u.

```
! wB97M-V def2-TZVPD RIJCOSX def2/J DEFGRID3
* xyz 0 1
O -0.9881 -1.5141 0.3661
C 0.4073 -1.5797 0.2967
C 0.5465 -0.5082 -0.6685
C -0.9752 -0.4321 -0.6111
N -0.5235 3.0391 0.2916
C 0.2486 2.4349 0.9009
O 0.9922 -0.3552 0.6948
H 0.9202 -2.5030 0.5403
H 1.2416 -0.3005 -1.4739
H -1.4700 -0.7469 -1.5340
H -1.3993 0.4962 -0.2228
H 0.9391 1.8109 1.4340
*
```

Here are the Mulliken charges for atoms 1 to 5, given in e:
1 O -0.418
2 C 0.023
3 C -0.216
4 C -0.251
5 N -0.409

---

[10]
C4H5NO2 | ωB97M-V/def2-TZVPD

Computed properties:
SMILES: Cn1ccoc1=O
LUMO: 0.8 eV
HOMO-LUMO gap: 9.8 eV
DFT total energy: -360.5819 a.u.

```
! wB97M-V def2-TZVPD RIJCOSX def2/J DEFGRID3
* xyz 0 1
C -1.4592 -0.6860 0.1166
C 1.0336 -0.7132 -0.0788
C 1.9976 0.1567 0.0671
C -0.0361 1.3714 -0.1009
H -1.9053 -1.1181 -0.9144
H -1.6213 -1.2887 1.1129
H -2.2055 0.2680 0.1349
H 1.0163 -1.8049 -0.1130
H 3.1429 0.3326 -0.2999
N -0.2324 -0.0730 -0.0654
O 1.2747 1.4481 0.1768
O -1.0053 2.1071 -0.0358
*
```

Here are the Mulliken charges for atoms 1 to 5, given in e:
1 C -0.872
2 C -0.134
3 C -0.382
4 C 0.643
5 H 0.290

---

[11]
C4H5NO2 | ωB97M-V/def2-TZVPD

Computed properties:
LUMO: 0.5 eV
HOMO-LUMO gap: 8.3 eV
DFT total energy: -360.4872 a.u.

```
! wB97M-V def2-TZVPD RIJCOSX def2/J DEFGRID3
* xyz 0 1
O 0.6332 0.3958 2.3513
C 0.5051 1.1573 1.4457
C -1.0571 -0.2236 0.2279
C -1.0785 -0.9256 -1.1239
N 0.1614 -0.5657 -0.4781
C 1.2069 0.1591 -0.5826
O 1.4338 1.0903 0.3136
H -0.0028 2.1224 1.4163
H -1.1939 -0.9412 1.0467
H -1.3119 -0.3508 -2.0203
H -1.2345 -1.9994 -1.2160
H 1.9383 0.0814 -1.3807
*
```

Here are the Mulliken charges for atoms 1 to 5, given in e:
1 O -0.452
2 C 0.136
3 C -0.762
4 C -0.149
5 N -0.046

---

[12]
C4H5NO2 | ωB97M-V/def2-TZVPD

Computed properties:
LUMO: 0.9 eV
HOMO-LUMO gap: 10.5 eV
DFT total energy: -360.5988 a.u.

```
! wB97M-V def2-TZVPD RIJCOSX def2/J DEFGRID3
* xyz 0 1
N 0.3927 1.2461 1.0161
C 0.1748 0.2483 0.0435
C -1.1975 0.0974 -0.5941
C -0.6345 -1.0192 0.1845
O 0.2776 -1.7605 -0.6488
C 1.1566 -0.6845 -0.6185
O 2.3196 -0.6975 -0.8739
H 0.3817 2.1724 0.6083
H 1.2673 1.1128 1.5106
H -1.9601 0.6970 -0.1044
H -1.2767 0.0078 -1.6730
H -0.9015 -1.4200 1.1498
*
```

Here are the Mulliken charges for atoms 1 to 5, given in e:
1 N -0.582
2 C 0.370
3 C -0.666
4 C -0.105
5 O -0.352

---

[13]
C4H5NO2 | ωB97M-V/def2-TZVPD

Computed properties:
LUMO: 0.2 eV
HOMO-LUMO gap: 9.1 eV
DFT total energy: -360.6163 a.u.

```
! wB97M-V def2-TZVPD RIJCOSX def2/J DEFGRID3
* xyz 0 1
N -1.2169 -0.6761 -0.3229
C 0.0324 -0.6688 0.3060
C 0.9329 -1.6587 0.3128
C 0.2833 0.5455 1.1401
O 1.3298 0.7967 1.6907
C -0.5340 2.4462 -1.4928
O -0.0888 3.4367 -1.8178
H -1.3539 -1.4611 -0.9457
H -1.4330 0.1944 -0.7960
H 0.7938 -2.5747 -0.2541
H 1.8230 -1.5556 0.9226
H -0.5885 1.2285 1.2333
*
```

Here are the Mulliken charges for atoms 1 to 5, given in e:
1 N -0.532
2 C 0.701
3 C -0.904
4 C -0.183
5 O -0.492

---

[14]
C4H5NO2 | ωB97M-V/def2-TZVPD

Computed properties:
SMILES: O=CN1CCC1=O
LUMO: 0.7 eV
HOMO-LUMO gap: 10.8 eV
DFT total energy: -360.6418 a.u.

```
! wB97M-V def2-TZVPD RIJCOSX def2/J DEFGRID3
* xyz 0 1
C 1.4339 1.3449 0.2522
C -0.6374 -0.1197 0.8158
C -1.0243 -1.0723 -0.3420
C 0.1393 -0.4391 -1.1085
H 1.2783 1.8283 1.2482
H -0.3216 -0.6049 1.7503
H -1.4115 0.6480 1.0655
H -0.9259 -2.1617 -0.1923
H -2.0063 -0.8465 -0.8199
N 0.4833 0.3788 -0.0053
O 2.3754 1.6122 -0.4672
O 0.6169 -0.5679 -2.1966
*
```

Here are the Mulliken charges for atoms 1 to 5, given in e:
1 C 0.096
2 C -0.586
3 C -0.354
4 C 0.364
5 H 0.313

---

[15]
C4H5NO2 | ωB97M-V/def2-TZVPD

Computed properties:
LUMO: 0.8 eV
HOMO-LUMO gap: 9.7 eV
DFT total energy: -360.5148 a.u.

```
! wB97M-V def2-TZVPD RIJCOSX def2/J DEFGRID3
* xyz 0 1
O 1.0054 1.9316 1.2880
C 0.6096 0.9568 0.7306
N 1.3112 -0.0648 0.0916
C 0.4066 -1.0559 -0.4674
C -0.9496 -0.4685 -0.1061
O -0.7074 0.3153 1.1076
C -1.0578 0.9680 -0.3487
H 2.0405 0.2957 -0.5072
H 0.5618 -2.0345 0.0001
H 0.5098 -1.1540 -1.5535
H -1.7957 -1.1379 0.0281
H -2.0689 1.3650 -0.2275
*
```

Here are the Mulliken charges for atoms 1 to 5, given in e:
1 O -0.534
2 C 0.605
3 N -0.255
4 C -0.485
5 C 0.220

---

[16]
C4H5NO2 | ωB97M-V/def2-TZVPD

Computed properties:
SMILES: COC#[N+][O-].C#C
LUMO: 0.6 eV
HOMO-LUMO gap: 9.9 eV
DFT total energy: -360.4285 a.u.

```
! wB97M-V def2-TZVPD RIJCOSX def2/J DEFGRID3
* xyz 0 1
C 1.2576 1.4631 -0.5501
O 1.6248 0.0715 -0.7012
C 1.1865 -0.6840 0.2627
N 0.8162 -1.2158 1.2189
O 0.3423 -1.8360 2.1694
C -2.0093 -1.0690 0.2963
C -2.3873 -0.5133 -0.7030
H 0.1688 1.5527 -0.5173
H 1.7062 1.8600 0.3644
H 1.6657 1.9658 -1.4260
H -1.6230 -1.5557 1.1750
H -2.7485 -0.0392 -1.5892
*
```

Here are the Mulliken charges for atoms 1 to 5, given in e:
1 C -0.584
2 O -0.354
3 C 0.363
4 N 0.467
5 O -0.698

---

[17]
C4H5NO2 | ωB97M-V/def2-TZVPD

Computed properties:
SMILES: O=C[C@H]1CN=CO1
LUMO: 0.7 eV
HOMO-LUMO gap: 10.6 eV
DFT total energy: -360.6177 a.u.

```
! wB97M-V def2-TZVPD RIJCOSX def2/J DEFGRID3
* xyz 0 1
O -2.3169 0.2478 0.9436
C -1.6469 -0.3568 0.1447
C -0.4071 0.2556 -0.4993
C 0.5712 0.9326 0.4337
N 1.5085 -0.1545 0.8095
C 1.3750 -0.9952 -0.1293
O 0.3997 -0.7738 -1.0856
H -1.9246 -1.3749 -0.2046
H -0.7418 1.0217 -1.2017
H 1.1566 1.6505 -0.1535
H 0.0416 1.4646 1.2283
H 1.9529 -1.9029 -0.2986
*
```

Here are the Mulliken charges for atoms 1 to 5, given in e:
1 O -0.465
2 C -0.102
3 C 0.264
4 C -0.526
5 N -0.488

---

[18]
C4H5NO2 | ωB97M-V/def2-TZVPD

Computed properties:
LUMO (spin up / spin down): -0.4 / -0.7 eV
HOMO-LUMO gap (spin up / spin down): 7.2 / 6.3 eV
DFT total energy: -360.4527 a.u.

```
! wB97M-V def2-TZVPD RIJCOSX def2/J DEFGRID3
* xyz 0 1
C 0.6144 0.6723 -1.1797
C -0.1484 -0.8576 1.5574
C -0.4629 -0.2613 -0.7493
C -0.8572 0.0054 0.7423
N 1.6618 0.9917 -0.5554
O 0.1900 -1.7462 2.1848
O 1.9343 0.4982 0.5927
H 0.7228 0.9877 -2.1632
H -1.2415 -0.1304 -1.4788
H 0.1196 -1.1747 -0.5898
H -1.9713 -0.0813 0.7824
H -0.5615 1.0961 0.8566
*
```

Here are the Mulliken charges for atoms 1 to 5, given in e:
1 C -0.333
2 C 0.552
3 C -0.412
4 C -0.456
5 N -0.330

---

[19]
C4H5NO2 | ωB97M-V/def2-TZVPD

Computed properties:
SMILES: OCc1ccon1
LUMO: 1.0 eV
HOMO-LUMO gap: 11.0 eV
DFT total energy: -360.5675 a.u.

```
! wB97M-V def2-TZVPD RIJCOSX def2/J DEFGRID3
* xyz 0 1
O -2.2912 0.8632 0.0590
C -1.5739 -0.3508 0.0719
C -0.0683 -0.1371 -0.0931
N 0.2458 0.9519 -0.7445
O 1.5971 1.1549 -0.6027
C 2.0750 0.1813 0.1629
C 1.1287 -0.7306 0.4598
H -2.0461 1.3565 -0.7358
H -1.7919 -0.7994 1.0458
H -1.9475 -1.0324 -0.7032
H 3.0877 0.2418 0.5316
H 1.5847 -1.6994 0.5482
*
```

Here are the Mulliken charges for atoms 1 to 5, given in e:
1 O -0.522
2 C -0.375
3 C 0.543
4 N -0.388
5 O -0.163

---

[20]
C4H5NO2 | ωB97M-V/def2-TZVPD

Computed properties:
SMILES: COc1ccon1
LUMO: 1.0 eV
HOMO-LUMO gap: 10.7 eV
DFT total energy: -360.5859 a.u.

```
! wB97M-V def2-TZVPD RIJCOSX def2/J DEFGRID3
* xyz 0 1
C 2.1679 -0.1254 -0.4563
O 0.9027 -0.6251 -0.8592
C -0.1333 -0.2423 -0.1154
N -0.0630 0.5742 0.9076
O -1.3877 0.8016 1.2674
C -2.1907 0.1366 0.4244
C -1.4694 -0.6139 -0.4297
H 2.1761 0.9692 -0.4865
H 2.3880 -0.4637 0.5593
H 2.8778 -0.5403 -1.1717
H -3.2481 0.3543 0.4513
H -1.8512 -1.2346 -1.2184
*
```

Here are the Mulliken charges for atoms 1 to 5, given in e:
1 C -0.629
2 O -0.361
3 C 0.676
4 N -0.367
5 O -0.185